Record 1
ORCA calculation (ωB97M-V with the def2-TZVPD basis set) on a gas-phase ion, C4H8NO2 (charge -1).

Values from the calculation:
molar mass = 102.113 g/mol
energy relative to the best compared isomer or geometry (same formula, charge and spin) = 1.805 eV
SMILES = [H]/N=C(\[O-])CCCO
E_tot = -9862.982 eV
maximum force = 0.0480 hartree/bohr
charge = -1

Bonds (Å) are listed after each position.
Positions of all 15 atoms, in Å:
1 H 0.75 -1.76 -3.14  N2 1.020
2 N 0.30 -1.67 -2.23  H1 1.020, C3 1.320
3 C 1.08 -0.99 -1.41  N2 1.320, O4 1.269, C5 1.522
4 O 2.32 -0.75 -1.54  C3 1.269
5 C 0.43 -0.60 -0.09  C3 1.522, C6 1.510, H9 1.102, H10 1.100
6 C -0.49 0.60 -0.06  C5 1.510, C7 1.517, H11 1.101, H12 1.090
7 C -1.05 0.74 1.34  C6 1.517, O8 1.464, H13 1.092, H14 1.110
8 O -0.35 1.75 2.13  C7 1.464, H15 0.958
9 H 1.29 -0.57 0.60  C5 1.102
10 H -0.17 -1.51 0.09  C5 1.100
11 H -1.34 0.29 -0.68  C6 1.101
12 H -0.29 1.64 -0.35  C6 1.090
13 H -1.04 -0.19 1.92  C7 1.092
14 H -2.03 1.27 1.42  C7 1.110
15 H 0.59 1.75 1.98  O8 0.958

***

Record 2
ORCA calculation (ωB97M-V with the def2-TZVPD basis set) on a gas-phase ion, C4H8NO2 (charge +1).

Values from the calculation:
molar mass = 102.113 g/mol
energy relative to the best compared isomer or geometry (same formula, charge and spin) = 3.250 eV
E_tot = -9853.080 eV
maximum force = 0.1026 hartree/bohr
charge = +1

Bonds (Å) are listed after each position.
Positions of all 15 atoms, in Å:
1 C 1.72 1.42 -0.47  N5 1.287, H8 1.093, H9 1.120
2 C 0.84 -0.70 0.40  C3 1.521, N5 1.346, H10 1.092, H11 1.074
3 C -0.47 -1.40 0.07  C2 1.521, O6 1.439, H12 1.096, H13 1.071
4 C -1.51 0.62 -0.45  O6 1.275, O7 1.281, H14 1.133
5 N 0.85 0.53 -0.15  C1 1.287, C2 1.346
6 O -1.31 -0.60 -0.78  C3 1.439, C4 1.275
7 O -1.73 1.04 0.74  C4 1.281, H15 0.919
8 H 1.24 2.28 -0.95  C1 1.093
9 H 2.79 1.10 -0.58  C1 1.120
10 H 0.88 -0.75 1.49  C2 1.092
11 H 1.61 -1.34 0.02  C2 1.074
12 H -0.20 -2.29 -0.50  C3 1.096
13 H -1.01 -1.63 0.97  C3 1.071
14 H -1.99 1.23 -1.27  C4 1.133
15 H -1.71 0.48 1.47  O7 0.919

***

Record 3
ORCA calculation (ωB97M-V with the def2-TZVPD basis set) on 2 unconnected molecules or ions with the total composition C4H8NO2.

Values from the calculation:
molar mass = 102.113 g/mol
energy relative to the best compared isomer or geometry (same formula, charge and spin) = 2.498 eV
E_tot = -9853.833 eV
maximum force = 0.0977 hartree/bohr
charge = +1

Bonds (Å) are listed after each position.
Positions of all 15 atoms, in Å:
1 C 1.15 3.19 -0.95  C2 1.342, H8 1.140, H9 1.033
2 C 1.28 1.87 -1.19  C1 1.342, C4 1.448, H10 1.092
3 C 0.87 -0.50 -0.80  C4 1.501, O6 1.188, H11 1.118
4 C 0.26 0.86 -1.00  C2 1.448, C3 1.501, O7 1.218
5 N -0.86 -1.73 2.33  H12 1.099, H13 0.972, H14 1.024, H15 1.140
6 O 0.54 -1.19 0.10  C3 1.188
7 O -0.95 0.91 -1.04  C4 1.218
8 H 2.03 3.89 -1.08  C1 1.140
9 H 0.18 3.33 -0.61  C1 1.033
10 H 2.16 1.32 -1.52  C2 1.092
11 H 1.56 -0.76 -1.64  C3 1.118
12 H -1.82 -1.95 1.85  N5 1.099
13 H -1.06 -1.05 2.99  N5 0.972
14 H -0.72 -2.66 2.72  N5 1.024
15 H -0.22 -1.29 1.49  N5 1.140

***

Record 4
ORCA calculation (ωB97M-V with the def2-TZVPD basis set) on a gas-phase ion, C4H8NO2Si (charge -1).

Values from the calculation:
molar mass = 130.199 g/mol
energy relative to the best compared isomer or geometry (same formula, charge and spin) = 2.917 eV
E_tot = -17738.912 eV
maximum force = 0.0906 hartree/bohr
charge = -1

Bonds (Å) are listed after each position.
Positions of all 16 atoms, in Å:
1 C -3.24 -0.09 -1.43  O6 1.214, O7 1.230, Si8 2.031
2 C -0.13 0.37 0.71  C3 1.566, C4 1.566, H9 1.094, H10 1.096
3 C 0.98 0.95 -0.23  C2 1.566, N5 1.458, H11 1.080, H12 1.042
4 C -0.45 -1.09 0.24  C2 1.566, Si8 1.954, H13 1.111, H14 1.100
5 N 0.46 1.13 -1.58  C3 1.458, H15 0.969
6 O -3.43 1.06 -1.76  C1 1.214
7 O -4.01 -1.02 -1.21  C1 1.230
8 Si -1.43 -1.00 -1.45  C1 2.031, C4 1.954, H16 1.414
9 H 0.09 0.20 1.76  C2 1.094
10 H -0.87 1.17 0.81  C2 1.096
11 H 1.29 1.91 0.16  C3 1.080
12 H 1.69 0.18 -0.19  C3 1.042
13 H 0.50 -1.55 -0.12  C4 1.111
14 H -0.93 -1.67 1.04  C4 1.100
15 H -0.09 1.92 -1.65  N5 0.969
16 H -1.22 -2.18 -2.20  Si8 1.414